# 1
{"formula": "C2H3NOS", "method": "the ωB97M-V functional and the def2-TZVPD basis", "symbols": ["O", "C", "N", "C", "S", "H", "H", "H"], "xyz": [[-0.9227, 2.8084, 0.0492], [-0.4756, 1.7545, 0.1379], [-0.1303, 0.6115, 0.1359], [0.5472, -0.7146, 0.3836], [0.0051, -1.7478, -0.9977], [0.3806, -0.9673, 1.4971], [1.5407, -0.6808, 0.3125], [-0.9449, -1.0639, -1.5184]], "lowdin_charge": [0.156, -0.374, 0.049, -0.501, 0.738, 0.117, 0.001, -0.186], "relative_energy_kj_mol": 97.61, "homo_lumo_gap_ev": 10.3220, "charge": 0}

=====

# 2
{"formula": "C3H3Cl3F2N3", "method": "the ωB97M-V functional and the def2-TZVPD basis", "symbols": ["C", "C", "C", "N", "N", "N", "F", "F", "Cl", "Cl", "Cl", "H", "H", "H"], "xyz": [[-0.7483, -0.8306, -0.4153], [0.6096, 1.0543, 0.1524], [1.8191, -1.1206, 0.1166], [-0.6418, 0.4545, -0.1234], [1.5988, 0.1332, 0.7336], [0.3257, -1.5562, -0.2908], [2.1259, -2.0762, 0.9815], [2.7592, 0.8657, 1.0472], [-2.2199, -1.5875, -0.8298], [1.2089, 1.5514, -1.5016], [3.0150, -1.2306, -1.1964], [0.7135, 2.0170, 0.6693], [-1.4968, 0.9707, 0.0436], [0.0927, -2.5337, -0.3428]], "lowdin_charge": [-0.732, -0.531, -0.807, 0.034, -0.008, 0.138, 0.087, -0.004, 0.886, 0.699, 0.785, 0.141, 0.173, 0.138], "homo_lumo_gap_ev": [6.0809, 7.7946], "multiplicity": 3, "s2": 2.009, "charge": 1}

=====

# 3
{"formula": "C14H21N3O2", "method": "the ωB97M-V functional and the def2-TZVPD basis", "symbols": ["C", "C", "C", "N", "C", "C", "N", "C", "C", "C", "C", "C", "C", "N", "O", "O", "C", "C", "C", "H", "H", "H", "H", "H", "H", "H", "H", "H", "H", "H", "H", "H", "H", "H", "H", "H", "H", "H", "H", "H"], "xyz": [[-0.2827, -0.9743, -3.7906], [0.5657, -0.3696, -2.6710], [1.3263, -1.4717, -1.9197], [-0.2566, 0.4932, -1.8317], [-1.2072, -0.1911, -0.9759], [-2.1788, 0.8382, -0.3841], [-1.5346, 1.9161, 0.3349], [-1.2913, 1.7386, 1.7515], [-0.2197, 0.7448, 2.1427], [1.0991, 1.1506, 2.3311], [2.1001, 0.2363, 2.6221], [1.8013, -1.1076, 2.7388], [0.4824, -1.5138, 2.5723], [0.1505, -2.9104, 2.6967], [1.0398, -3.6771, 3.0002], [-0.9988, -3.2374, 2.4847], [-0.5241, -0.6024, 2.2820], [-0.4724, 2.4891, -0.4616], [0.4968, 1.4556, -1.0519], [-0.9014, -0.2027, -4.2402], [-0.9265, -1.7657, -3.4159], [0.3636, -1.3979, -4.5549], [1.3029, 0.2972, -3.1362], [1.9113, -1.0524, -1.1031], [0.6381, -2.2100, -1.5147], [2.0054, -1.9765, -2.6016], [-1.7762, -0.9047, -1.5720], [-0.7039, -0.7383, -0.1616], [-2.8955, 0.3429, 0.2729], [-2.7279, 1.2976, -1.2137], [-2.2417, 1.4347, 2.2002], [-1.0262, 2.7226, 2.1520], [1.3463, 2.1988, 2.2439], [3.1160, 0.5746, 2.7573], [2.5593, -1.8430, 2.9591], [-1.5376, -0.9597, 2.1726], [0.0753, 3.2194, 0.1366], [-0.9508, 3.0124, -1.2971], [1.2005, 1.9689, -1.7121], [1.0734, 0.9749, -0.2423]], "lowdin_charge": [-0.063, -0.425, -0.053, -0.147, -0.164, -0.154, -0.164, -0.142, -0.194, -0.039, -0.054, 0.005, -0.146, -0.360, 0.083, 0.081, 0.029, -0.158, -0.169, 0.079, 0.068, 0.076, 0.134, 0.068, 0.074, 0.077, 0.120, 0.103, 0.120, 0.124, 0.126, 0.124, 0.117, 0.109, 0.119, 0.127, 0.117, 0.123, 0.124, 0.104], "relative_energy_kj_mol": 444.79, "homo_lumo_gap_ev": 7.5363, "charge": 0}

=====

# 4
{"formula": "C24H12CuF15GeS4", "method": "the ωB97M-V functional and the def2-TZVPD basis", "symbols": ["Cu", "C", "C", "S", "C", "C", "S", "C", "C", "S", "H", "H", "H", "H", "H", "H", "H", "H", "H", "H", "H", "H", "F", "C", "C", "C", "F", "C", "F", "C", "F", "C", "F", "Ge", "S", "C", "C", "F", "C", "F", "C", "F", "C", "F", "C", "F", "C", "C", "F", "C", "F", "C", "F", "C", "F", "C", "F"], "xyz": [[13.4069, 11.4061, 10.3478], [14.3602, 13.9291, 12.1577], [15.1288, 14.3794, 10.9001], [14.6806, 13.4726, 9.4113], [16.0520, 12.4940, 8.7153], [16.7285, 11.5092, 9.6140], [15.5843, 10.4155, 10.5246], [16.2840, 10.4954, 12.1557], [15.6465, 11.5522, 13.0595], [14.0010, 12.1929, 12.4507], [13.2952, 14.3952, 12.1414], [14.8258, 14.2918, 13.0258], [16.2140, 14.1633, 11.1070], [14.9838, 15.4374, 10.6508], [16.7718, 13.2275, 8.3040], [15.5408, 11.9781, 7.8634], [17.3338, 11.9935, 10.4045], [17.3411, 10.8429, 8.9118], [17.3968, 10.6108, 12.0731], [16.1411, 9.4788, 12.5945], [16.2709, 12.4382, 13.2717], [15.3765, 11.0620, 14.0422], [7.5187, 9.8571, 7.0046], [8.3493, 10.8263, 6.5306], [9.3493, 11.2917, 7.3122], [10.0497, 12.4040, 6.8340], [10.8445, 13.1899, 7.6007], [9.8409, 12.8274, 5.5089], [10.6268, 13.8444, 5.0189], [8.8971, 12.2205, 4.6714], [8.7516, 12.6115, 3.4076], [8.1044, 11.2634, 5.2402], [7.1644, 10.7128, 4.4704], [9.9387, 10.6543, 9.0501], [12.1889, 10.2243, 9.0436], [9.2193, 11.7961, 10.4601], [7.8037, 11.6905, 10.6362], [7.1403, 10.6730, 9.9945], [7.0576, 12.5847, 11.3641], [5.7029, 12.5640, 11.3390], [7.7463, 13.4309, 12.2708], [7.0711, 14.1358, 13.1918], [9.1470, 13.5133, 12.1540], [9.8182, 14.3655, 12.9869], [9.8626, 12.7857, 11.2381], [11.2224, 12.9914, 11.1216], [9.2622, 8.7812, 9.1637], [8.7151, 8.1550, 10.3168], [8.6166, 8.8219, 11.4801], [8.1215, 6.8524, 10.3358], [7.4756, 6.4403, 11.4853], [8.3260, 6.0217, 9.2693], [7.7676, 4.7772, 9.1857], [9.0039, 6.5137, 8.1524], [9.3234, 5.6645, 7.0870], [9.3536, 7.8760, 8.0820], [9.9689, 8.2578, 6.9330]], "lowdin_charge": [-0.440, -0.519, -0.486, 0.873, -0.516, -0.486, 0.852, -0.524, -0.434, 0.859, 0.109, 0.050, 0.093, 0.076, 0.086, 0.099, 0.079, 0.109, 0.097, 0.088, 0.084, 0.089, 0.088, -0.211, -0.148, -0.205, 0.074, -0.088, 0.080, -0.133, 0.142, -0.143, 0.129, 0.765, 0.258, -0.107, -0.193, 0.070, -0.116, 0.112, -0.097, 0.127, -0.120, 0.086, -0.174, 0.016, -0.141, -0.192, 0.083, -0.099, 0.079, -0.124, 0.099, -0.080, 0.066, -0.214, 0.073], "homo_lumo_gap_ev": 7.5931, "charge": 0}

=====

# 5
{"formula": "C8H18N2", "method": "the ωB97M-V functional and the def2-TZVPD basis", "symbols": ["C", "C", "C", "C", "H", "H", "H", "H", "H", "H", "H", "H", "C", "C", "C", "N", "C", "N", "H", "H", "H", "H", "H", "H", "H", "H", "H", "H"], "xyz": [[-0.7447, 0.1897, 0.1850], [-1.8052, 0.3746, 1.2441], [-1.8299, 1.9644, -1.8439], [-1.9088, 1.4960, -3.0738], [-1.0321, -0.6554, -0.4666], [-1.1410, 1.5221, -1.0957], [-2.3515, 2.8578, -1.5326], [-1.9018, -0.4882, 1.9215], [-1.6014, 1.2403, 1.8792], [-2.7871, 0.4740, 0.7758], [-2.5115, 1.9658, -3.8402], [-1.3816, 0.6028, -3.3761], [0.5078, -1.5577, 1.9709], [1.5698, 0.5278, 1.4395], [1.8107, -0.2406, -1.3242], [0.7653, -0.5801, 0.9000], [1.3592, -1.2010, -0.2717], [1.4678, -2.4393, -0.4890], [1.1803, -3.0716, 0.2551], [-0.2562, -2.2655, 1.6463], [0.1274, -1.0328, 2.8454], [1.4132, -2.1048, 2.2559], [1.0599, 0.9491, 2.3041], [1.6664, 1.3081, 0.6912], [2.5640, 0.1922, 1.7496], [1.9644, -0.7897, -2.2465], [1.0467, 0.5264, -1.4584], [2.7497, 0.2353, -1.0451]], "lowdin_charge": [-0.137, -0.186, -0.099, -0.086, 0.063, -0.023, 0.044, 0.046, 0.059, 0.075, 0.034, 0.035, -0.067, -0.045, -0.032, -0.273, -0.445, 0.176, 0.046, 0.100, 0.091, 0.101, 0.097, 0.090, 0.105, 0.084, 0.066, 0.083], "relative_energy_kj_mol": 500.62, "homo_lumo_gap_ev": 7.4247, "charge": 0}

=====

Number 1: E_tot -606.150183 Eh. Number 2: E_tot -1860.159318 Eh. Number 3: E_tot -860.711467 Eh. Number 4: E_tot -7729.803575 Eh. Number 5: E_tot -424.940247 Eh.